This record from the Open Molecules 2025 dataset describes a 3-piece molecular cluster, C47H36F5N3O4 overall in a non-equilibrium geometry. The level of theory is wB97M-V/def2-TZVPD.

Kohn-Sham gap = 6.759 eV
SMILES = C#CC[C@@](C#N)(CCCCn1cccc1)[C@@](C#N)(CC)C(F)(F)C(F)(F)F.O=C1c2ccccc2C(=O)c2ccccc21.O=C1c2ccccc2C(=O)c2ccccc21
LUMO level = -0.036 Ha

Element x y z (Å)
1 C -3.96 -0.81 -5.16
2 C -3.40 0.21 -5.45
3 C -2.91 1.59 -5.66
4 C -1.63 1.94 -4.83
5 C -1.45 3.42 -5.10
6 N -1.02 4.47 -5.28
7 C -2.12 1.90 -3.34
8 C -1.16 2.47 -2.28
9 C -1.85 2.47 -0.89
10 C -2.09 1.06 -0.34
11 N -0.86 0.30 -0.10
12 C 0.40 0.73 0.10
13 C 1.18 -0.42 0.33
14 C 0.32 -1.55 0.23
15 C -0.97 -1.06 -0.05
16 C -0.38 1.07 -5.17
17 C -0.38 -0.02 -4.12
18 N -0.13 -0.74 -3.26
19 C -0.43 0.29 -6.54
20 C 0.04 -1.20 -6.46
21 C 0.97 1.82 -5.16
22 F 1.12 2.59 -4.06
23 F 1.05 2.68 -6.21
24 C 2.29 0.99 -5.25
25 F 3.28 1.90 -5.06
26 F 2.53 0.50 -6.46
27 F 2.46 0.10 -4.30
28 H -4.54 -1.71 -5.07
29 H -2.67 1.71 -6.72
30 H -3.69 2.33 -5.45
31 H -2.56 0.94 -3.08
32 H -2.98 2.59 -3.34
33 H -0.25 1.87 -2.25
34 H -0.89 3.51 -2.51
35 H -2.84 2.94 -1.03
36 H -1.32 3.12 -0.18
37 H -2.80 0.49 -0.95
38 H -2.57 1.20 0.65
39 H 0.71 1.76 0.10
40 H 2.23 -0.46 0.55
41 H 0.55 -2.60 0.36
42 H -1.86 -1.65 -0.19
43 H -1.42 0.23 -7.00
44 H 0.21 0.75 -7.29
45 H 0.17 -1.50 -7.51
46 H 1.01 -1.32 -5.99
47 H -0.74 -1.85 -6.06
48 O 1.03 -10.33 3.64
49 C 1.03 -9.19 3.22
50 C 0.30 -8.84 1.98
51 C -0.42 -9.82 1.30
52 C -1.14 -9.49 0.16
53 C -1.15 -8.18 -0.31
54 C -0.43 -7.20 0.35
55 C 0.30 -7.53 1.49
56 C 1.09 -6.47 2.18
57 O 1.14 -5.34 1.73
58 C 1.81 -6.82 3.43
59 C 2.52 -5.83 4.11
60 C 3.17 -6.14 5.29
61 C 3.11 -7.43 5.81
62 C 2.41 -8.42 5.13
63 C 1.76 -8.12 3.94
64 H -0.41 -10.84 1.67
65 H -1.70 -10.26 -0.36
66 H -1.72 -7.93 -1.19
67 H -0.43 -6.18 -0.01
68 H 2.56 -4.83 3.71
69 H 3.72 -5.37 5.82
70 H 3.61 -7.66 6.74
71 H 2.37 -9.42 5.53
72 O -1.04 4.77 2.36
73 C -0.36 5.42 3.13
74 C -0.99 6.11 4.29
75 C -2.35 5.99 4.50
76 C -2.94 6.60 5.59
77 C -2.16 7.34 6.49
78 C -0.80 7.47 6.27
79 C -0.21 6.87 5.17
80 C 1.25 7.04 4.94
81 O 1.92 7.73 5.68
82 C 1.88 6.32 3.79
83 C 3.25 6.44 3.58
84 C 3.85 5.76 2.54
85 C 3.08 4.96 1.70
86 C 1.72 4.85 1.89
87 C 1.11 5.54 2.94
88 H -2.96 5.42 3.81
89 H -4.01 6.51 5.76
90 H -2.62 7.80 7.35
91 H -0.19 8.05 6.96
92 H 3.84 7.06 4.24
93 H 4.91 5.85 2.38
94 H 3.55 4.42 0.88
95 H 1.12 4.23 1.24

Mulliken population analysis, charges in e, atoms 1 to 8: number 1, C, carries -0.041; number 2, C, carries -0.614; number 3, C, carries -1.677; number 4, C, carries 1.829; number 5, C, carries -0.641; number 6, N, carries -0.684; number 7, C, carries -1.858; number 8, C, carries 0.233